Record 1
Molecular formula: C5H11NO
Method: DFT, wB97M-V/def2-TZVPD

```
18
C5H11NO, DFT wB97M-V/def2-TZVPD
H -0.17 -1.50 -1.54
H 1.38 -1.32 0.77
H -2.66 0.37 0.54
H 2.52 1.30 -0.63
C 1.39 -0.25 1.01
H -0.90 0.85 -1.21
N 0.71 0.52 -0.02
C -1.63 0.63 0.80
H -1.89 -1.40 -1.11
H -1.39 0.12 1.74
C -0.69 0.23 -0.34
C -0.88 -1.24 -0.74
H -0.72 -1.91 0.11
H 0.95 -0.10 2.00
O 1.10 1.44 -2.09
C 1.48 1.11 -0.98
H 2.44 0.06 1.05
H -1.59 1.71 0.98
```

Computed properties:
**HOMO-LUMO gap**: 10.3 eV
**E**: -8901.200 eV
**Largest force on an atom**: 0.305 eV/A
**LUMO level**: 0.891 eV
**HOMO energy**: -9.361 eV
**Total charge**: 0
**ΔE to the lowest compared entry with this formula, charge and spin**: 11.47 kcal/mol

Record 2
Molecular formula: C6H17N4O2S
Method: DFT, wB97M-V/def2-TZVPD

```
30
C6H17N4O2S, DFT wB97M-V/def2-TZVPD
H 0.13 0.78 -2.22
H -2.84 2.21 1.60
O 0.20 2.85 1.21
H -0.89 -3.78 -0.32
N 0.13 0.79 -0.26
H 1.08 3.43 -2.35
C -1.59 -3.05 0.05
H 3.60 -1.14 0.43
H -2.48 1.50 -0.09
H 1.60 2.94 -0.59
H 2.21 2.16 -1.95
H 2.62 -2.52 0.57
S -0.43 1.53 1.16
O -0.07 0.60 2.19
H -1.36 -1.09 0.83
C 0.15 1.57 -1.46
H -2.44 -3.22 -0.59
N 2.68 -1.53 0.62
H -0.90 2.02 -1.55
N 0.49 -1.85 0.12
H 1.97 0.90 0.68
H -1.78 -3.39 1.13
C -2.19 1.47 0.97
H -2.53 0.48 1.30
C -0.94 -1.66 -0.01
C 1.37 2.69 -1.53
H -1.26 -1.18 -0.94
C 1.48 -1.00 0.36
H 0.68 -2.77 0.52
N 1.31 0.29 0.11
```

Computed properties:
**HOMO-LUMO gap**: 11.0 eV
**E**: -27379.633 eV
**Largest force on an atom**: 6.790 eV/A
**LUMO level**: -2.823 eV
**HOMO energy**: -13.822 eV
**Total charge**: +1
**ΔE to the lowest compared entry with this formula, charge and spin**: 25.49 kcal/mol

Record 3
Molecular formula: C4H11PS
Method: DFT, wB97M-V/def2-TZVPD

```
17
C4H11PS, DFT wB97M-V/def2-TZVPD
H -2.17 -1.71 -0.60
S 2.76 -0.51 -0.73
C 0.43 0.14 1.07
C -0.83 1.09 -0.88
C -1.59 -1.20 0.21
H -0.80 1.15 -1.96
H -1.77 1.45 -0.54
H -0.33 0.58 1.66
P 2.37 1.04 0.69
C -0.49 -0.19 -0.22
H 3.32 -1.35 0.17
H 0.07 -0.78 -0.94
H 1.88 1.90 -0.35
H -2.32 -0.71 0.82
H -0.15 1.88 -0.65
H -1.15 -1.97 0.77
H 0.78 -0.81 1.49
```

Computed properties:
**HOMO-LUMO gap**: 9.6 eV
**E**: -24449.165 eV
**Largest force on an atom**: 3.405 eV/A
**LUMO level**: 0.711 eV
**HOMO energy**: -8.889 eV
**Total charge**: 0
**ΔE to the lowest compared entry with this formula, charge and spin**: 27.81 kcal/mol

Record 4
Molecular formula: C27H40Cl3F15N2O12
Method: DFT, wB97M-V/def2-TZVPD

```
99
C27H40Cl3F15N2O12, DFT wB97M-V/def2-TZVPD
H -5.94 -0.37 0.55
H -6.45 -1.99 3.77
C -1.15 0.90 0.82
H 2.47 8.93 -0.90
O 4.11 3.12 -2.74
H 2.92 -1.53 3.53
O 1.15 -1.66 -3.38
C 2.09 -3.90 3.38
F 2.96 0.40 -2.18
F 3.16 -2.90 -1.60
H -5.51 -0.62 4.35
H -3.70 -3.49 -2.11
F -2.10 3.03 0.91
H 3.28 7.65 -1.86
H 5.31 2.19 -5.19
O -3.33 -4.65 1.00
N -6.58 -0.27 2.53
C 3.52 3.40 -5.34
H -1.48 -5.15 -2.21
H 2.42 -4.82 2.89
C 4.78 2.75 -5.95
H 2.88 3.72 -6.16
F -1.30 -4.82 3.63
O 0.28 7.99 0.72
Cl 2.54 1.76 2.73
F 2.14 2.09 -1.14
H 3.79 4.30 -4.79
H 3.96 -5.26 4.65
H -1.29 -5.57 -3.90
F 3.71 -2.55 -3.67
C -6.43 -0.89 3.82
O 4.20 -1.59 5.11
C -0.81 -3.48 -3.36
F -3.32 -4.08 3.50
F -1.68 -2.77 3.03
H 1.74 -0.05 -0.16
O -1.11 -4.48 0.80
H -0.86 -2.94 -4.30
C -3.51 -4.74 -0.41
F -3.41 1.38 0.32
O 1.57 6.41 -0.21
C 0.50 -1.73 -0.04
H -2.20 -3.19 -1.20
F -1.88 6.56 0.18
H -3.77 -2.60 -0.61
O 0.58 -3.80 -3.10
H 3.26 -4.46 6.13
H 0.93 3.34 1.85
C -3.26 -3.42 -1.11
C 0.82 -0.30 0.34
Cl 3.01 4.01 0.96
C 1.43 -2.79 -3.18
F -0.98 6.61 -1.78
F 1.15 1.34 -2.90
C -1.58 -4.77 -3.22
H 0.16 -1.83 -1.08
F 3.09 -4.53 -3.02
C 2.88 -3.22 -2.86
H 1.93 -3.13 2.63
F -1.93 2.15 -1.06
H -1.14 -2.84 -2.54
C -0.79 6.26 -0.50
F -0.59 4.93 -0.47
H -4.55 -5.03 -0.54
O -0.24 0.58 -0.06
H 1.15 -4.12 3.89
C 2.34 1.57 -2.35
H -4.63 -0.11 1.71
C 2.79 7.09 0.17
C 3.40 -2.10 4.34
C -2.12 -4.42 1.44
C 3.21 2.50 -3.23
H 3.53 6.30 0.23
H 5.43 3.59 -6.23
H 0.92 -0.23 1.42
C -5.59 -0.62 1.55
H -0.30 -2.17 0.55
C -7.35 0.83 2.39
C 1.96 3.33 2.20
O -1.22 0.57 1.96
Cl 1.82 4.43 3.62
H -2.64 -4.54 -3.37
C -2.11 -4.03 2.93
H -8.08 0.97 3.21
C 3.80 -4.33 5.19
C -2.16 1.89 0.23
H 2.63 7.56 1.14
N 3.05 -3.40 4.35
H 4.76 -3.86 5.42
H 4.54 2.21 -6.86
O 2.84 2.50 -4.48
H -7.26 -0.61 4.48
C 3.17 8.10 -0.87
C 0.43 7.00 0.06
H -5.39 -1.69 1.63
H -2.93 -5.56 -0.85
H 1.37 -2.39 0.03
H 4.12 8.57 -0.59
O -7.35 1.56 1.42
```

Computed properties:
**HOMO-LUMO gap**: 9.6 eV
**E**: -134528.668 eV
**Largest force on an atom**: 1.429 eV/A
**LUMO level**: 0.350 eV
**HOMO energy**: -9.265 eV
**Total charge**: 0
**ΔE to the lowest compared entry with this formula, charge and spin**: 13.24 kcal/mol

Record 5
Molecular formula: C10H16O
Method: DFT, wB97M-V/def2-TZVPD

```
27
C10H16O, DFT wB97M-V/def2-TZVPD
H 2.24 -1.68 -3.15
H -2.06 -2.26 1.15
C -2.24 0.13 2.27
H -2.60 0.49 0.17
H 1.55 3.01 -1.73
H -2.72 1.04 2.65
H 0.82 0.59 1.66
C 1.51 -0.48 -0.09
H -3.48 -2.23 0.19
C 2.57 -1.52 -2.12
H 3.63 -1.28 -2.11
C -2.89 -0.24 0.95
H -1.89 -1.62 -0.43
C -2.58 -1.64 0.41
O 0.98 3.05 0.72
H -1.20 0.39 2.14
C 1.21 1.89 0.04
H -2.43 -0.58 3.07
H 1.46 -1.47 0.37
H 2.42 -2.47 -1.60
C 1.20 0.65 0.65
C 1.86 -0.37 -1.43
C 1.56 2.02 -1.30
H -3.97 -0.08 0.97
C 1.82 0.88 -2.04
H 1.13 2.93 1.66
H 2.11 0.89 -3.08
```

Computed properties:
**HOMO-LUMO gap**: 9.3 eV
**E**: -12676.658 eV
**Largest force on an atom**: 1.341 eV/A
**LUMO level**: 0.852 eV
**HOMO energy**: -8.415 eV
**Total charge**: 0
**ΔE to the lowest compared entry with this formula, charge and spin**: 24.61 kcal/mol

Record 6
Molecular formula: C21H17BrF3NO7S2
Method: DFT, wB97M-V/def2-TZVPD

```
52
C21H17BrF3NO7S2, DFT wB97M-V/def2-TZVPD
C -3.42 -0.70 4.59
C -0.42 1.29 3.17
C 3.46 3.13 -1.71
C 1.77 -5.10 -3.36
H 2.83 -5.29 -3.51
C 0.09 2.20 0.98
Br -0.08 0.27 -4.13
H 1.10 1.55 4.66
O 4.24 2.25 -1.38
C -0.10 -3.64 -3.51
C -0.75 1.53 1.85
C -0.10 2.13 -4.77
O 4.00 5.65 -2.47
C -3.73 0.14 5.65
F -0.61 -2.45 -3.85
C 0.88 3.02 -4.10
C -3.96 -2.58 5.93
H -3.29 -2.74 3.91
O -0.86 2.42 -5.65
C 1.68 2.41 2.78
F -1.95 1.08 1.41
N 3.15 4.30 -4.34
S 2.52 2.97 -4.87
H 2.63 2.76 3.14
C -0.93 -4.59 -2.95
H -1.98 -4.36 -2.80
H -1.10 0.76 3.82
C -0.39 -5.82 -2.60
O 2.21 3.09 -6.29
O 3.13 1.73 -4.47
C 0.82 1.74 3.63
C -4.15 -0.40 6.86
S 4.14 4.31 -3.04
H 1.37 -7.03 -2.52
C 0.96 -6.07 -2.80
H -3.10 -0.27 3.65
H -4.60 -2.22 7.93
C -3.53 -2.07 4.72
H -3.63 1.21 5.54
C 1.25 -3.87 -3.72
H -4.38 0.24 7.69
O 5.50 3.94 -3.37
F -4.07 -3.93 6.07
C 1.31 2.65 1.45
H -1.03 -6.58 -2.17
H -0.20 2.36 -0.05
C -4.27 -1.78 7.00
O 2.31 3.40 -1.35
H 1.86 -3.09 -4.15
H 1.97 3.17 0.77
H 0.51 4.04 -4.26
H 0.96 2.85 -3.02
```

Computed properties:
**HOMO-LUMO gap**: 5.4 eV
**E**: -137741.671 eV
**Largest force on an atom**: 0.866 eV/A
**LUMO level**: 3.361 eV
**HOMO energy**: -2.024 eV
**Total charge**: -2